21
Properties=species:S:1:pos:R:3:lowdin_spin:R:1 method="wB97M-V/def2-TZVPD" spin_multiplicity=2 e_homo_ev="-2.8 / -11.0" fmax_ha_per_bohr=0.020 gap_ev="3.59 / 11.44" total_energy_ev=-9956.89747 de_lowest_kj_mol=115.02
C 0.054 1.472 1.497 0.055
C -0.167 0.308 0.538 0.068
C -0.763 0.735 -0.790 0.041
C -0.161 2.007 -1.407 0.042
O -0.615 -0.398 -1.651 0.057
N 1.146 -0.435 0.309 0.147
H -0.844 2.089 1.570 0.005
H 0.914 2.072 1.216 0.021
H 0.268 1.056 2.481 0.016
H -0.840 -0.364 1.045 0.013
H -1.826 0.901 -0.644 0.007
H -0.854 2.849 -1.375 0.004
H 0.058 1.830 -2.456 0.006
H 0.835 2.210 -1.001 0.022
H -1.085 -0.225 -2.477 0.009
H 1.300 -0.484 -0.707 0.094
H 1.066 -1.412 0.659 0.064
H 2.006 -0.035 0.764 0.169
H 0.725 -3.759 1.207 0.032
H -0.738 -3.278 1.126 0.027
O 0.158 -2.983 1.354 0.101